1.
Below is an isolated molecule of C5H9NOS in a non-equilibrium geometry, with properties calculated with wB97M-V/def2-TZVPD.

Each line ends with the natural charge from an NBO analysis.
Positions of all 17 atoms, in Å:
C  0.82  0.15  1.48  -0.407
C  0.73  -0.32  0.27  0.026
C  -0.64  -0.62  -0.48  -0.283
C  1.99  -0.70  -0.49  -0.665
C  -1.07  1.68  -0.55  -0.120
N  -1.55  0.49  -0.35  -0.425
O  -3.25  -1.30  0.26  -0.978
S  -3.01  0.17  0.48  0.879
H  1.86  0.38  1.71  0.194
H  -0.37  -0.58  -1.51  0.212
H  -1.13  -1.39  -0.06  0.267
H  2.55  -1.47  0.07  0.236
H  2.63  0.23  -0.60  0.225
H  1.85  -0.94  -1.51  0.217
H  -1.61  2.53  -0.28  0.204
H  0.14  0.09  2.26  0.217
H  0.04  1.59  -0.70  0.200

## Properties
LUMO energy (alpha / beta)	-0.15 / -0.34	eV
relative energy (zero: lowest compared OMol25 entry of this formula, charge and spin)	459.1	kJ/mol
orbital gap (alpha / beta)	6.980 / 6.597	eV
E_tot	-19699.5456	eV

=====

2.
Below is an isolated molecule of C4H7NO2, with properties calculated with wB97M-V/def2-TZVPD.

Each line ends with the natural charge from an NBO analysis.
Positions of all 14 atoms, in Å:
C  -1.60  -0.90  0.01  -0.625
C  -0.34  -0.29  -0.57  0.090
C  0.01  1.11  -0.01  -0.231
N  1.35  0.89  0.48  -0.649
C  1.81  -0.38  0.25  0.880
O  2.92  -0.81  0.45  -0.608
O  0.79  -1.12  -0.27  -0.497
H  -1.62  -0.79  1.10  0.212
H  -1.65  -1.96  -0.24  0.230
H  -2.48  -0.40  -0.41  0.216
H  -0.41  -0.25  -1.66  0.182
H  -0.68  1.41  0.79  0.189
H  -0.02  1.88  -0.79  0.195
H  1.96  1.59  0.85  0.416

## Properties
LUMO energy	0.77	eV
relative energy (zero: lowest compared OMol25 entry of this formula, charge and spin)	6.3	kJ/mol
orbital gap	10.705	eV
E_tot	-9847.2148	eV
structure (SMILES)	C[C@H]1CNC(=O)O1

=====

3.
Below is an isolated molecule of CHN3O2S in a non-equilibrium geometry, with properties calculated with wB97M-V/def2-TZVPD.

Each line ends with the natural charge from an NBO analysis.
Positions of all 8 atoms, in Å:
C  0.94  -1.15  0.58  0.476
N  -0.87  0.36  -0.72  -0.520
N  0.97  -0.91  -0.82  -0.284
N  0.12  -0.16  -1.27  0.130
O  -0.08  -0.95  1.18  -0.498
O  -1.09  2.69  0.25  -0.865
S  -1.76  1.55  -0.32  1.413
H  1.77  -1.43  1.11  0.148

## Properties
LUMO energy	-0.89	eV
relative energy (zero: lowest compared OMol25 entry of this formula, charge and spin)	362.4	kJ/mol
orbital gap	8.483	eV
E_tot	-20449.3179	eV

=====

4.
Below is a cluster of 2 separate species, CH3FO4S in total in a non-equilibrium geometry, with properties calculated with wB97M-V/def2-TZVPD.

Each line ends with the natural charge from an NBO analysis.
Positions of all 10 atoms, in Å:
C  -1.21  0.36  -0.73  -0.282
O  -2.08  2.74  1.97  -0.798
O  0.38  2.32  2.49  -0.789
O  -1.78  -0.17  0.37  -0.146
O  -0.85  -0.69  1.18  -0.178
F  -1.42  1.74  4.17  -0.481
S  -1.03  1.96  2.54  2.071
H  -2.01  0.51  -1.36  0.208
H  -0.41  -0.26  -1.15  0.205
H  -0.52  1.20  -0.35  0.191

## Properties
LUMO energy (alpha / beta)	-1.58 / -3.26	eV
relative energy (zero: lowest compared OMol25 entry of this formula, charge and spin)	238.9	kJ/mol
orbital gap (alpha / beta)	9.511 / 7.863	eV
E_tot	-22821.7576	eV

=====

5.
Below is a structure of composition C22H44AlN3O18P2 in a non-equilibrium geometry, with properties calculated with wB97M-V/def2-TZVPD.

Each line ends with the Löwdin charge.
Positions of all 90 atoms, in Å:
Al  1.36  -2.65  1.68  0.997
O  -0.64  0.53  0.16  -0.014
C  -0.03  -0.46  0.85  -0.615
O  -0.31  -1.64  0.65  0.072
O  0.98  -0.15  1.55  -0.003
H  -1.13  -0.12  -0.36  0.010
C  -0.50  4.23  0.48  0.092
C  0.08  4.03  -0.69  -0.241
C  1.08  2.93  -0.89  -0.286
O  1.59  2.63  -1.96  0.070
C  1.15  2.09  0.34  -0.021
C  0.49  2.29  1.47  -0.236
C  -0.28  3.46  1.66  -0.343
O  -0.83  3.88  2.70  0.117
O  0.62  1.51  2.53  0.077
O  -0.27  4.82  -1.76  0.077
H  -1.26  5.00  0.50  0.167
H  1.61  1.12  0.24  0.050
H  1.02  0.69  2.24  -0.152
H  0.30  4.43  -2.43  0.110
C  -2.90  -0.44  1.76  -0.370
O  -3.54  -1.37  2.28  0.013
N  -3.04  0.88  2.08  -0.161
C  -2.12  1.97  1.77  -0.035
C  -4.13  1.23  2.97  -0.023
H  -2.07  -0.57  1.05  0.112
H  -1.30  1.79  1.07  0.078
H  -1.62  2.29  2.68  0.061
H  -2.71  2.77  1.34  0.133
H  -4.57  2.08  2.44  0.103
H  -4.94  0.51  2.89  0.107
H  -3.90  1.49  4.00  0.093
C  -1.04  -1.55  3.63  -0.239
O  -0.25  -2.27  3.09  0.029
N  -0.59  -0.36  4.13  -0.045
C  -1.53  0.62  4.77  0.015
C  0.88  -0.07  4.10  0.029
H  -2.12  -1.75  3.73  0.158
H  -1.19  0.91  5.76  0.108
H  -2.49  0.17  5.04  0.099
H  -1.68  1.49  4.13  0.065
H  1.21  0.34  5.05  0.124
H  1.40  -1.01  3.92  0.076
H  0.98  0.67  3.31  -0.048
C  3.15  -1.29  -0.06  -0.208
O  2.24  -1.39  0.73  -0.030
N  3.72  -0.07  -0.37  -0.045
C  4.90  0.05  -1.20  -0.001
C  3.15  1.22  0.06  -0.026
H  3.59  -2.14  -0.61  0.130
H  5.20  -0.88  -1.68  0.097
H  5.74  0.17  -0.51  0.114
H  4.80  0.77  -2.01  0.118
H  3.97  1.87  0.34  0.147
H  2.78  1.74  -0.83  0.092
H  2.45  1.14  0.89  0.088
C  -4.07  -0.03  -0.64  -0.052
O  -3.74  0.45  -1.97  -0.151
P  -2.29  0.28  -2.60  0.591
O  -1.27  -0.35  -1.70  -0.315
O  -2.51  -0.36  -4.06  -0.145
C  -1.76  -1.52  -4.50  -0.086
O  -1.95  1.82  -2.90  -0.123
C  -0.83  2.41  -2.24  -0.080
H  -3.91  -1.10  -0.53  0.110
H  -5.15  0.02  -0.58  0.112
H  -3.86  0.61  0.22  0.075
H  -1.71  -2.36  -3.81  0.088
H  -0.74  -1.23  -4.71  0.080
H  -1.87  -1.83  -5.53  0.111
H  0.00  2.45  -2.93  0.125
H  -0.60  2.08  -1.23  0.086
H  -1.19  3.42  -2.06  0.105
C  0.42  -1.02  -1.75  -0.172
O  1.70  -1.59  -1.87  -0.137
P  1.98  -3.09  -1.40  0.625
O  2.05  -3.25  0.08  -0.151
O  0.87  -3.97  -2.20  -0.185
C  0.63  -3.92  -3.66  -0.013
O  3.40  -3.50  -2.15  -0.219
C  4.04  -4.75  -2.16  -0.065
H  -0.12  -1.06  -2.69  0.097
H  0.48  -0.01  -1.33  0.130
H  -0.17  -1.64  -1.07  0.103
H  1.59  -3.86  -4.19  0.096
H  0.22  -2.96  -3.97  0.047
H  0.05  -4.72  -4.12  0.115
H  3.97  -5.26  -3.12  0.109
H  3.80  -5.31  -1.26  0.102
H  5.10  -4.48  -2.06  0.102

## Properties
LUMO energy	-9.74	eV
orbital gap	4.050	eV
E_tot	-89994.2178	eV
net charge	+2

=====

6.
Below is an isolated molecule of C5H7N in a non-equilibrium geometry, with properties calculated with wB97M-V/def2-TZVPD.

Each line ends with the natural charge from an NBO analysis.
Positions of all 13 atoms, in Å:
N  2.52  -1.32  0.96  -0.334
C  2.03  -0.46  0.34  0.292
C  1.27  0.54  -0.39  -0.514
C  -0.18  0.68  0.11  -0.224
C  -0.95  -0.33  0.92  -0.409
C  -1.26  -0.15  -0.53  -0.416
H  1.26  0.26  -1.45  0.249
H  1.78  1.51  -0.32  0.255
H  -0.44  1.71  0.33  0.221
H  -1.67  0.05  1.64  0.220
H  -0.47  -1.26  1.22  0.230
H  -0.93  -0.95  -1.19  0.213
H  -2.18  0.34  -0.83  0.218

## Properties
LUMO energy	0.96	eV
relative energy (zero: lowest compared OMol25 entry of this formula, charge and spin)	114.6	kJ/mol
orbital gap	11.809	eV
E_tot	-6787.3245	eV
structure (SMILES)	N#CCC1CC1

=====

7.
Below is a cluster of 4 separate species, C11H21N2O7 in total in a non-equilibrium geometry, with properties calculated with wB97M-V/def2-TZVPD.

Each line ends with the natural charge from an NBO analysis.
Positions of all 41 atoms, in Å:
C  0.27  0.02  1.96  -0.736
C  1.06  0.20  0.66  0.758
O  1.97  1.07  0.65  -0.798
O  0.77  -0.54  -0.32  -0.790
H  0.76  -0.53  2.76  0.207
H  -0.69  -0.48  1.82  0.192
H  0.10  1.04  2.34  0.206
C  -3.21  -0.98  -1.55  -0.094
C  -2.51  -0.53  -0.21  -0.106
O  -3.53  0.19  0.47  -0.487
C  -4.68  0.18  -0.26  0.971
O  -5.68  0.68  0.15  -0.601
O  -4.52  -0.38  -1.46  -0.495
H  -3.17  -2.07  -1.67  0.179
H  -2.81  -0.56  -2.47  0.189
H  -1.70  0.15  -0.49  0.238
H  -2.15  -1.43  0.28  0.199
C  3.92  -0.23  3.61  -0.710
C  3.41  1.03  4.32  0.675
O  3.67  1.19  5.51  -0.674
N  2.76  1.87  3.52  -0.630
C  2.08  3.05  4.00  -0.412
H  3.16  -0.61  2.93  0.231
H  4.20  -1.01  4.32  0.216
H  4.84  -0.08  3.04  0.225
H  2.60  1.63  2.54  0.457
H  1.29  2.82  4.73  0.190
H  1.61  3.48  3.12  0.209
H  2.75  3.78  4.45  0.192
C  -1.32  0.43  -4.90  -0.701
C  -0.28  -0.42  -4.17  0.651
O  0.66  0.12  -3.64  -0.575
N  -0.59  -1.72  -4.07  -0.628
C  0.16  -2.59  -3.17  -0.427
H  -1.99  -0.21  -5.50  0.188
H  -0.83  1.07  -5.64  0.230
H  -2.00  0.97  -4.26  0.232
H  -1.38  -2.14  -4.53  0.387
H  0.08  -2.26  -2.14  0.248
H  1.18  -2.58  -3.55  0.210
H  -0.22  -3.62  -3.20  0.183

## Properties
LUMO energy	2.48	eV
orbital gap	7.368	eV
E_tot	-29063.0917	eV
net charge	-1

=====

8.
Below is a structure of composition C44H53O3PtS2Si3 in a non-equilibrium geometry, with properties calculated with wB97M-V/def2-TZVPD.

Each line ends with the Löwdin charge.
Positions of all 106 atoms, in Å:
Pt  -0.11  -0.12  0.02  1.286
C  -6.64  0.90  5.25  -0.018
C  -5.31  0.93  4.56  -0.224
C  -4.36  -0.07  4.78  -0.005
C  -3.13  -0.03  4.15  -0.067
C  -2.84  1.04  3.30  -0.382
C  -3.77  2.05  3.07  -0.031
C  -5.00  1.98  3.70  0.004
S  -1.24  0.99  2.62  1.157
O  -1.46  0.92  1.03  -0.575
C  -0.52  2.58  2.87  -0.316
C  -1.01  3.72  2.19  -0.050
C  -0.42  4.92  2.44  0.018
C  0.67  5.03  3.34  -0.142
C  1.28  6.28  3.59  -0.007
C  2.36  6.37  4.42  -0.031
C  2.88  5.21  5.04  -0.030
C  2.31  3.99  4.82  0.000
C  1.19  3.87  3.97  -0.113
C  0.57  2.62  3.70  -0.150
C  1.12  1.37  4.32  -0.154
C  0.80  1.06  5.67  -0.103
C  -0.07  1.89  6.43  0.000
C  -0.34  1.57  7.73  -0.028
C  0.22  0.42  8.33  -0.026
C  1.04  -0.40  7.62  -0.004
C  1.35  -0.11  6.27  -0.131
C  2.19  -0.95  5.51  0.009
C  2.47  -0.67  4.21  -0.088
C  1.93  0.50  3.62  -0.345
S  2.44  0.71  1.94  1.139
O  1.16  1.09  1.12  -0.655
C  3.36  2.23  1.91  -0.378
C  4.60  2.19  2.52  -0.059
C  5.36  3.35  2.56  -0.006
C  4.89  4.53  1.97  -0.241
C  5.73  5.77  2.00  -0.021
C  3.65  4.52  1.35  -0.009
C  2.87  3.37  1.31  -0.059
H  -6.83  -0.07  5.71  0.089
H  -7.45  1.12  4.55  0.098
H  -6.67  1.66  6.03  0.105
H  -4.59  -0.89  5.45  0.129
H  -2.40  -0.80  4.34  0.107
H  -3.55  2.88  2.41  0.106
H  -5.73  2.76  3.52  0.135
H  -1.82  3.63  1.48  0.111
H  -0.78  5.81  1.94  0.134
H  0.88  7.17  3.12  0.128
H  2.81  7.33  4.62  0.123
H  3.74  5.30  5.69  0.123
H  2.72  3.11  5.30  0.128
H  -0.49  2.77  5.98  0.125
H  -0.99  2.21  8.31  0.122
H  -0.01  0.20  9.37  0.124
H  1.47  -1.28  8.08  0.128
H  2.62  -1.83  5.98  0.133
H  3.11  -1.32  3.62  0.115
H  4.98  1.28  2.98  0.123
H  6.32  3.33  3.05  0.132
H  6.35  5.81  2.89  0.091
H  5.11  6.66  1.96  0.086
H  6.39  5.79  1.14  0.102
H  3.27  5.43  0.89  0.131
H  1.89  3.38  0.84  0.113
C  -0.20  -2.48  2.43  -0.038
O  -0.28  -2.11  1.04  -0.381
Si  -0.57  -3.08  -0.34  0.430
C  0.65  -4.44  -0.54  -0.119
C  -2.29  -3.73  -0.30  -0.118
C  -0.27  -1.46  -1.34  -0.478
Si  1.60  -1.20  -2.03  0.484
C  2.86  -1.66  -0.71  -0.169
C  1.62  -2.38  -3.47  -0.109
C  1.86  0.59  -2.49  -0.158
Si  -1.80  -0.77  -2.45  0.495
C  -1.36  0.70  -3.48  -0.167
C  -2.23  -2.28  -3.46  -0.127
C  -3.18  -0.31  -1.26  -0.165
H  0.57  -3.25  2.55  0.110
H  -1.17  -2.87  2.76  0.105
H  0.07  -1.61  3.01  0.058
H  0.49  -5.21  0.22  0.066
H  1.70  -4.15  -0.52  0.034
H  0.46  -4.92  -1.51  0.063
H  -2.41  -4.35  0.59  0.064
H  -2.45  -4.40  -1.16  0.060
H  -3.08  -2.98  -0.30  0.038
H  2.48  -2.19  0.15  0.021
H  3.36  -0.76  -0.36  0.022
H  3.63  -2.28  -1.17  0.065
H  1.82  -3.40  -3.15  0.050
H  2.45  -2.05  -4.10  0.072
H  0.72  -2.37  -4.08  0.036
H  1.57  1.30  -1.71  0.028
H  1.36  0.88  -3.41  0.035
H  2.94  0.72  -2.63  0.066
H  -0.72  0.45  -4.34  0.049
H  -0.89  1.51  -2.93  0.039
H  -2.30  1.08  -3.88  0.062
H  -1.39  -2.91  -3.74  0.036
H  -2.67  -1.90  -4.39  0.068
H  -2.98  -2.90  -2.97  0.042
H  -3.27  0.77  -1.19  0.047
H  -3.11  -0.70  -0.24  0.016
H  -4.10  -0.70  -1.69  0.063

## Properties
LUMO energy	-10.96	eV
orbital gap	4.258	eV
E_tot	-101156.1681	eV
net charge	+3